# 1
The following is a DFT calculation (the ωB97M-V functional and the def2-TZVPD basis) of 2 unconnected molecules or ions with the total composition C8H14.

Each line ends with the natural charge from an NBO analysis.
Cartesian coordinates (Å):
1 C -1.235 1.090 -0.232  -0.596
2 C -0.183 1.029 -1.325  -0.450
3 C -0.036 2.387 -1.963  -0.198
4 C 1.027 3.205 -1.931  -0.381
5 H -2.161 1.460 -0.652  0.243
6 H -1.378 0.075 0.149  0.181
7 H -0.891 1.717 0.648  0.204
8 H -0.527 0.328 -2.140  0.223
9 H 0.819 0.714 -1.033  0.187
10 H -0.815 2.726 -2.696  0.212
11 H 1.098 4.169 -2.504  0.220
12 H 1.968 2.980 -1.397  0.184
13 C 0.505 -0.380 1.702  -0.068
14 C 0.748 -1.655 1.215  -0.135
15 C -0.166 -2.710 1.709  -0.175
16 C -0.087 -4.026 1.439  -0.079
17 H -0.299 -0.154 2.409  0.234
18 H 1.106 0.439 1.266  0.242
19 H 1.527 -1.909 0.458  0.260
20 H -1.001 -2.288 2.252  0.232
21 H -0.753 -4.819 1.816  0.246
22 H 0.734 -4.378 0.810  0.216

Results
LUMO level (spin up / spin down) (eV): -5.32 / -8.52
Net charge: +1
Multiplicity: 2
HOMO-LUMO gap (spin up / spin down) (eV): 6.9855 / 3.7777

# 2
The following is a DFT calculation (the ωB97M-V functional and the def2-TZVPD basis) of a molecular structure, C26H43Cl2N2PSW.

Each line ends with the Mulliken charge.
Cartesian coordinates (Å):
1 P 0.100 -0.541 -0.726  0.555
2 C 1.661 0.315 -1.310  0.033
3 C 1.999 0.126 -2.791  -0.399
4 C 3.370 0.737 -3.113  -0.963
5 C 3.517 2.192 -2.650  -0.697
6 C 3.075 2.398 -1.196  -0.957
7 C 1.692 1.799 -0.922  -0.200
8 C -1.374 0.463 -1.304  -0.007
9 C -1.433 0.750 -2.800  -0.728
10 C -2.830 1.290 -3.149  -0.838
11 C -3.241 2.501 -2.301  -0.789
12 C -2.995 2.305 -0.797  -0.691
13 C -1.596 1.755 -0.502  0.318
14 C 0.008 -2.139 -1.696  0.425
15 C 1.209 -3.023 -1.326  -0.595
16 C 1.186 -4.364 -2.070  -0.974
17 C -0.128 -5.131 -1.881  -0.680
18 C -1.347 -4.249 -2.178  -0.923
19 C -1.301 -2.900 -1.444  -0.600
20 H 2.436 -0.211 -0.719  0.491
21 H 1.224 0.598 -3.408  0.116
22 H 2.011 -0.938 -3.062  0.199
23 H 3.558 0.667 -4.191  0.390
24 H 4.143 0.135 -2.622  0.372
25 H 4.562 2.512 -2.765  0.387
26 H 2.915 2.837 -3.299  0.331
27 H 3.800 1.926 -0.523  0.377
28 H 3.063 3.469 -0.954  0.406
29 H 1.427 1.937 0.135  -0.245
30 H 0.951 2.343 -1.521  0.178
31 H -2.209 -0.221 -1.063  0.525
32 H -3.560 0.487 -2.991  0.352
33 H -1.220 -0.150 -3.396  0.212
34 H -0.673 1.498 -3.071  0.281
35 H -2.874 1.550 -4.212  0.398
36 H -4.302 2.728 -2.469  0.416
37 H -2.678 3.380 -2.638  0.309
38 H -3.140 3.255 -0.265  0.404
39 H -3.740 1.604 -0.397  0.383
40 H -1.471 1.583 0.576  -1.145
41 H -0.849 2.508 -0.780  0.345
42 H 0.060 -1.846 -2.765  0.511
43 H 2.165 -2.517 -1.522  0.348
44 H 1.187 -3.206 -0.243  0.103
45 H 1.331 -4.172 -3.141  0.356
46 H 2.031 -4.982 -1.743  0.382
47 H -0.187 -5.493 -0.849  0.297
48 H -0.139 -6.018 -2.527  0.377
49 H -2.265 -4.783 -1.905  0.398
50 H -1.402 -4.061 -3.257  0.373
51 H -2.182 -2.304 -1.726  0.198
52 H -1.397 -3.082 -0.365  0.178
53 W -0.379 -1.190 2.687  0.654
54 Cl -2.372 -1.430 1.652  -0.497
55 Cl 1.662 -2.071 2.267  -0.530
56 C 0.256 0.687 2.627  -0.441
57 H 1.251 0.861 2.205  0.119
58 C -0.361 1.938 3.049  0.535
59 C -1.768 2.016 3.248  -0.052
60 C -2.330 3.171 3.788  -0.781
61 C -1.530 4.283 4.081  -0.443
62 C -0.148 4.247 3.812  -0.553
63 C 0.434 3.106 3.278  -0.599
64 H -2.412 1.172 2.979  0.311
65 H -3.404 3.207 3.966  0.374
66 H 0.461 5.131 4.015  0.366
67 H 1.499 3.087 3.044  0.375
68 H -1.984 5.182 4.489  0.382
69 N 1.214 -1.492 6.587  -0.412
70 C 0.577 -2.177 5.643  0.800
71 N 0.982 -3.393 5.269  -0.341
72 S -0.820 -1.401 4.873  -0.388
73 H 1.949 -1.903 7.152  0.201
74 H 0.915 -0.538 6.798  0.237
75 H 0.566 -3.855 4.469  0.178
76 H 1.596 -3.956 5.857  0.211

Results
LUMO level (spin up / spin down) (eV): -0.12 / -0.13
Net charge: 0
Multiplicity: 3
HOMO-LUMO gap (spin up / spin down) (eV): 6.0478 / 6.1748

# 3
The following is a DFT calculation (the ωB97M-V functional and the def2-TZVPD basis) of 3 unconnected molecules or ions with the total composition C11H32BN3O8PS2.

Each line ends with the natural charge from an NBO analysis.
Cartesian coordinates (Å):
1 N 0.508 -5.276 4.576  -0.717
2 C 0.669 -5.297 3.323  0.571
3 N 0.073 -6.302 2.480  -0.888
4 N 1.512 -4.397 2.661  -0.633
5 C 1.606 -3.039 3.225  -0.226
6 C 0.980 -2.003 2.300  -0.408
7 C -0.503 -2.214 1.974  -0.388
8 C -1.404 -2.211 3.207  -0.633
9 B -3.020 -2.290 2.842  -0.517
10 P -3.617 -4.138 3.050  1.018
11 O -5.080 -3.942 3.841  -1.016
12 O -4.119 -4.506 1.465  -1.010
13 H -0.133 -6.019 4.827  0.354
14 H 0.802 -6.707 1.906  0.358
15 H -0.626 -5.884 1.874  0.381
16 H 1.182 -4.309 1.710  0.366
17 H 1.155 -3.005 4.211  0.232
18 H 2.661 -2.777 3.351  0.173
19 H 1.568 -1.915 1.379  0.183
20 H 1.062 -1.037 2.809  0.204
21 H -0.664 -3.120 1.379  0.171
22 H -0.789 -1.370 1.340  0.199
23 H -1.215 -1.303 3.786  0.191
24 H -1.141 -3.088 3.807  0.198
25 H -3.235 -1.916 1.703  -0.055
26 H -3.644 -1.633 3.672  -0.039
27 H -5.324 -3.012 3.814  0.480
28 H -4.629 -5.313 1.532  0.465
29 O -2.621 1.785 -0.066  -0.944
30 S -2.154 0.818 -1.012  2.382
31 O -0.757 0.515 -1.086  -0.943
32 O -2.657 1.275 -2.465  -0.728
33 C -2.354 2.624 -2.867  -0.076
34 C -0.907 2.816 -3.272  -0.640
35 C -3.067 -0.670 -0.904  -0.900
36 H -2.638 3.307 -2.064  0.196
37 H -3.017 2.815 -3.710  0.183
38 H -0.235 2.688 -2.427  0.240
39 H -0.760 3.820 -3.671  0.211
40 H -0.622 2.088 -4.032  0.209
41 H -4.129 -0.440 -0.890  0.250
42 H -2.782 -1.166 0.025  0.302
43 H -2.808 -1.289 -1.759  0.245
44 O 2.221 3.988 -2.555  -0.933
45 S 2.898 5.243 -2.472  2.387
46 O 2.381 6.377 -3.174  -0.942
47 O 4.422 5.024 -2.872  -0.725
48 C 4.686 4.350 -4.123  -0.077
49 C 4.459 5.237 -5.330  -0.641
50 C 3.165 5.672 -0.789  -0.888
51 H 4.086 3.441 -4.172  0.204
52 H 5.731 4.055 -4.056  0.193
53 H 3.407 5.492 -5.445  0.230
54 H 4.788 4.718 -6.231  0.215
55 H 5.018 6.167 -5.232  0.214
56 H 3.581 4.813 -0.270  0.256
57 H 2.193 5.933 -0.377  0.258
58 H 3.837 6.525 -0.749  0.249

Results
LUMO level (eV): 1.90
Net charge: -1
Multiplicity: 1
HOMO-LUMO gap (eV): 5.4812

# 4
The following is a DFT calculation (the ωB97M-V functional and the def2-TZVPD basis) of 2 unconnected molecules or ions with the total composition CH6O.

Each line ends with the natural charge from an NBO analysis.
Cartesian coordinates (Å):
1 C 0.000 0.000 0.000  -0.850
2 H 0.954 0.511 -0.196  0.215
3 H -0.829 0.604 -0.398  0.206
4 H 0.004 -0.985 -0.490  0.210
5 H -0.130 -0.131 1.084  0.217
6 O -3.336 1.455 -0.793  -0.938
7 H -3.817 0.637 -0.531  0.471
8 H -2.646 1.146 -1.423  0.468

Results
LUMO level (eV): 0.89
Net charge: 0
Multiplicity: 1
HOMO-LUMO gap (eV): 12.4619
SMILES: C.O

# 5
The following is a DFT calculation (the ωB97M-V functional and the def2-TZVPD basis) of 5 unconnected molecules or ions with the total composition C24H39N5O5P3S.

Each line ends with the Mulliken charge.
Cartesian coordinates (Å):
1 C 3.335 1.074 -0.557  -1.019
2 C 3.375 -0.192 -1.447  -0.937
3 P 2.300 0.033 -2.949  0.408
4 C 3.291 -0.787 -4.276  -1.456
5 P 0.445 -1.270 -2.820  0.614
6 C -0.279 -0.419 -4.330  -0.720
7 C -0.564 1.096 -4.216  -0.980
8 N -1.056 -2.555 -2.911  -0.529
9 C -0.998 -3.490 -3.627  0.267
10 S -1.068 -4.652 -4.746  -0.489
11 O 0.986 -2.213 -1.433  -0.740
12 C 0.628 -1.696 -0.213  -0.293
13 C -0.542 -0.699 -0.427  -0.023
14 P -2.149 -1.425 0.067  0.689
15 O -2.496 -2.768 -0.410  -0.688
16 O -2.042 -1.488 1.692  -0.543
17 O -3.300 -0.345 -0.194  -0.548
18 O -0.401 -0.252 -1.740  -0.592
19 H 3.137 0.878 0.496  0.347
20 H 4.257 1.638 -0.698  0.171
21 H 2.544 1.728 -0.932  0.296
22 H 4.389 -0.300 -1.842  0.537
23 H 3.172 -1.105 -0.887  0.613
24 H 3.504 -1.840 -4.078  0.320
25 H 4.233 -0.237 -4.332  0.466
26 H 2.797 -0.672 -5.239  0.401
27 H 1.167 -2.216 -3.610  0.196
28 H -1.221 -0.902 -4.578  0.537
29 H 0.441 -0.577 -5.133  0.414
30 H -0.008 1.578 -3.414  0.125
31 H -1.622 1.299 -4.052  0.328
32 H -0.257 1.592 -5.141  0.326
33 H 1.414 -1.073 0.246  -0.011
34 H 0.408 -2.444 0.558  0.417
35 H -0.458 0.202 0.192  0.417
36 H -1.775 -2.393 1.902  0.314
37 H -4.087 -0.607 0.304  0.311
38 N 3.819 5.232 -2.208  0.060
39 C 4.662 4.171 -2.373  -0.624
40 C 5.946 4.649 -2.370  -0.444
41 C 5.871 6.059 -2.191  -0.361
42 C 4.545 6.386 -2.093  -0.598
43 H 2.818 5.168 -2.177  0.218
44 H 4.274 3.171 -2.482  0.530
45 H 6.839 4.056 -2.481  0.412
46 H 6.696 6.751 -2.139  0.394
47 H 4.058 7.336 -1.952  0.402
48 N 5.575 2.798 2.330  0.042
49 C 5.497 2.821 3.696  -0.556
50 C 4.659 3.845 4.049  -0.428
51 C 4.213 4.460 2.846  -0.540
52 C 4.797 3.789 1.805  -0.280
53 H 6.120 2.150 1.792  0.223
54 H 6.039 2.111 4.296  0.379
55 H 4.392 4.122 5.056  0.384
56 H 3.540 5.297 2.756  0.393
57 H 4.725 3.930 0.739  0.408
58 N -6.196 -0.070 4.525  0.010
59 C -4.930 -0.512 4.256  -1.100
60 C -4.955 -1.139 3.039  -0.023
61 C -6.293 -1.070 2.554  -0.522
62 C -7.032 -0.402 3.493  -0.596
63 H -6.470 0.424 5.353  0.180
64 H -4.123 -0.344 4.948  0.422
65 H -4.109 -1.593 2.551  0.794
66 H -6.667 -1.466 1.624  0.409
67 H -8.075 -0.137 3.515  0.440
68 N -5.622 -4.466 3.070  0.141
69 C -5.396 -5.597 2.338  -0.445
70 C -6.249 -6.568 2.792  -0.548
71 C -7.023 -5.995 3.839  -0.518
72 C -6.612 -4.695 3.982  -0.382
73 H -5.138 -3.592 2.957  0.224
74 H -4.652 -5.612 1.559  0.438
75 H -6.313 -7.575 2.415  0.385
76 H -7.793 -6.479 4.416  0.391
77 H -6.937 -3.916 4.651  0.340

Results
LUMO level (eV): 2.07
Net charge: -1
Multiplicity: 1
HOMO-LUMO gap (eV): 6.4364